The following is a DFT calculation (the ωB97M-V functional and the def2-TZVPD basis) of a 2-piece molecular cluster, C6H14N2O2 overall.

Its SMILES is CNC(C)=O.CNC(C)=O. As for the HOMO energy: -8.988 eV. The max |F| is 0.0752 Eh/bohr. The energy relative to the best compared isomer or geometry (same formula, charge and spin) is 154.6 kJ/mol.

Last column: natural (NBO) charge in e.
CARTESIAN COORDINATES (ANGSTROEM)
C -1.5484 -0.0647 -2.2723  -0.428
N -2.0236 0.8574 -1.2713  -0.635
C -1.9911 0.4067 0.0576  0.666
C -2.4781 1.4722 0.9712  -0.743
O -1.4659 -0.6545 0.2827  -0.608
H -1.9296 0.1343 -3.2898  0.202
H -0.4738 0.0076 -2.4754  0.207
H -1.9872 -1.0368 -2.0818  0.223
H -2.5252 1.6987 -1.4856  0.396
H -1.7847 1.5885 1.8435  0.240
H -2.2569 2.4538 0.5625  0.229
H -3.4483 1.3986 1.4949  0.255
C 1.9253 0.9810 -0.7832  -0.425
N 1.4005 0.2677 0.3884  -0.650
C 1.9952 -0.9540 0.7479  0.687
C 1.5019 -1.3476 2.1263  -0.714
O 2.8192 -1.3682 -0.0330  -0.610
H 2.0745 0.3282 -1.6446  0.211
H 1.3466 1.8546 -1.0721  0.196
H 2.8963 1.3415 -0.3715  0.202
H 0.4923 0.5215 0.7284  0.391
H 2.0245 -0.7401 2.8674  0.238
H 0.4296 -1.0903 2.2443  0.238
H 1.6067 -2.4453 2.1866  0.233